{"formula": "C4H6F2", "method": "ωB97M-V with the def2-TZVPD basis set", "total_charge": 0, "fmax_ev_per_a": 3.44, "energy_ev": -9678.7787, "de_lowest_kj_mol": 94.8, "homo_lumo_gap_ev": 10.366, "species": ["C", "C", "C", "C", "H", "H", "H", "H", "H", "H", "F", "F"], "coordinates": [[2.447973, 0.067049, -0.594597], [1.479020, -0.000247, 0.641888], [0.153859, -0.669947, 0.394860], [-1.024942, -0.044186, 0.095321], [3.506128, 0.214206, -0.229799], [2.220457, 0.802910, -1.471768], [2.542395, -0.936456, -1.050365], [1.948041, -0.489507, 1.543537], [1.047856, 0.978750, 0.934784], [0.138685, -1.620568, 0.004099], [-1.237877, 1.282126, -0.012207], [-2.066458, -0.733831, -0.316162]], "atomic_forces_ev_per_a": [[0.7, 0.0, -0.3], [-1.0, 0.8, 0.3], [-1.7, 2.7, -1.3], [2.8, -0.4, 0.0], [-1.1, 0.4, -0.3], [0.1, -1.2, 2.0], [-0.4, 0.3, 0.1], [-0.2, 0.7, -1.0], [1.4, 0.1, 0.1], [-0.1, -2.6, -0.1], [-0.1, -1.1, 0.6], [-0.5, 0.3, 0.0]]}


{"formula": "C2H4ClI", "method": "ωB97M-V with the def2-TZVPD basis set", "total_charge": 0, "fmax_ev_per_a": 3.95, "energy_ev": -22760.6486, "de_lowest_kj_mol": 104.3, "homo_lumo_gap_ev": 10.429, "species": ["C", "C", "Cl", "I", "H", "H", "H", "H"], "coordinates": [[-1.067486, -0.573520, 0.380489], [-0.992496, 0.576316, -0.277971], [-0.107629, 1.937319, 0.081150], [3.793894, 0.187126, 0.031192], [-1.657807, -1.350900, -0.127182], [-0.571151, -0.918379, 1.307646], [2.425146, -0.561544, -0.275607], [-1.822472, 0.703581, -1.119717]], "atomic_forces_ev_per_a": [[0.2, -1.0, 0.0], [-3.4, -1.2, -1.7], [0.8, 1.1, 0.5], [0.3, 0.1, 0.1], [0.0, 0.4, 0.5], [0.0, 0.7, -0.7], [-0.3, -0.1, -0.1], [2.3, -0.1, 1.5]]}


{"formula": "C22H13BrHgN4O6", "method": "ωB97M-V with the def2-TZVPD basis set", "spin_multiplicity": 2, "total_charge": -1, "fmax_ev_per_a": 0.77, "energy_ev": -115486.9528, "homo_lumo_gap_ev": [6.989, 6.347], "species": ["Hg", "O", "C", "O", "C", "C", "C", "N", "C", "C", "C", "C", "C", "C", "C", "N", "C", "C", "C", "C", "C", "N", "H", "H", "H", "H", "H", "H", "H", "H", "H", "H", "O", "O", "Br", "C", "C", "N", "C", "C", "C", "C", "O", "O", "H", "H", "H"], "coordinates": [[0.286628, 1.073987, -0.277314], [3.610143, -4.444548, 2.976709], [2.638040, -3.868341, 3.488989], [2.039650, -4.038585, 4.563895], [2.042827, -2.725903, 2.609125], [2.593433, -2.407426, 1.380583], [2.033816, -1.380516, 0.634426], [0.985338, -0.691228, 1.083772], [0.453511, -0.967627, 2.276155], [0.957308, -1.990311, 3.061402], [-0.670266, -0.093084, 2.731428], [-1.347515, -0.321586, 3.925644], [-2.337992, 0.562521, 4.312035], [-2.627771, 1.654951, 3.509840], [-1.916850, 1.805325, 2.332146], [-0.974955, 0.945893, 1.955409], [2.568824, -0.964186, -0.696374], [3.365691, -1.798024, -1.447321], [3.847598, -1.339532, -2.676859], [3.490746, -0.090037, -3.115349], [2.624417, 0.674270, -2.328546], [2.245784, 0.272297, -1.113767], [3.462515, -2.962551, 1.057575], [0.564450, -2.251012, 4.033361], [-1.104467, -1.174077, 4.541454], [-2.876466, 0.401072, 5.236879], [-3.387746, 2.372833, 3.784224], [-2.086266, 2.634881, 1.655929], [3.610055, -2.785251, -1.084986], [4.490526, -1.973835, -3.273050], [3.817278, 0.300692, -4.068366], [2.400549, 1.701037, -2.578253], [-0.262965, 0.180142, -2.569711], [0.702968, 0.255414, -3.411544], [-3.619136, 1.265481, -5.797971], [-3.294255, 1.293718, -3.930364], [-3.838016, 0.299624, -3.131436], [-3.663702, 0.275332, -1.816839], [-2.899760, 1.221398, -1.276873], [-2.301910, 2.241054, -2.003695], [-2.532625, 2.294556, -3.369069], [-1.466787, 3.321710, -1.353539], [-1.609833, 4.470241, -1.729998], [-0.684815, 2.968979, -0.372639], [-4.438023, -0.489472, -3.568037], [-2.775468, 1.171476, -0.200443], [-2.114509, 3.098245, -3.958641]], "atomic_forces_ev_per_a": [[-0.2, -0.3, -0.5], [0.1, 0.0, 0.0], [-0.1, 0.1, -0.2], [0.0, 0.0, 0.1], [0.1, -0.1, 0.1], [0.0, 0.0, 0.0], [0.0, 0.1, -0.1], [0.0, 0.0, 0.0], [0.0, 0.0, 0.0], [0.0, 0.0, -0.1], [0.0, 0.0, -0.1], [0.0, 0.0, 0.0], [0.0, 0.0, 0.0], [0.0, 0.0, 0.0], [0.0, 0.0, 0.0], [0.0, 0.0, 0.0], [0.0, -0.2, 0.1], [0.0, 0.0, 0.0], [0.0, 0.1, 0.0], [0.1, -0.1, -0.1], [0.2, 0.2, 0.2], [0.1, 0.1, 0.0], [0.0, 0.0, 0.0], [0.0, 0.0, 0.0], [0.0, 0.0, 0.0], [0.0, 0.0, 0.0], [0.0, 0.0, 0.0], [0.0, 0.0, 0.0], [0.0, 0.0, 0.0], [0.0, 0.0, 0.0], [0.0, 0.0, 0.0], [0.0, 0.0, -0.1], [-0.3, 0.1, 0.7], [0.1, 0.0, -0.5], [0.0, 0.0, 0.0], [0.0, 0.0, -0.1], [0.0, 0.0, 0.0], [0.0, 0.0, 0.0], [0.0, 0.0, 0.0], [0.0, 0.0, 0.0], [0.0, 0.0, 0.0], [-0.1, 0.1, 0.3], [0.1, 0.0, -0.1], [-0.2, 0.2, -0.1], [0.0, 0.0, 0.0], [0.0, 0.0, 0.0], [0.0, 0.0, 0.0]]}


{"formula": "C6H4O2", "method": "ωB97M-V with the def2-TZVPD basis set", "total_charge": 0, "fmax_ev_per_a": 4.70, "energy_ev": -10376.4845, "de_lowest_kj_mol": 394.6, "homo_lumo_gap_ev": 9.119, "species": ["C", "C", "C", "C", "C", "C", "H", "H", "H", "H", "O", "O"], "coordinates": [[-2.159513, -0.163820, 0.006315], [-1.198826, 0.894683, -0.109716], [0.134249, 0.327567, -0.017315], [1.354040, 0.168903, -0.092633], [2.734618, 0.152751, -0.024237], [3.963689, 0.113590, 0.034349], [-0.912138, -1.751433, 0.338979], [-2.678880, 0.054977, 1.020260], [-3.040282, -0.123339, -0.665400], [4.956720, -0.291209, -0.325163], [-1.759440, -1.508642, -0.118263], [-1.394236, 2.125972, -0.047176]], "atomic_forces_ev_per_a": [[-4.3, -1.4, 1.3], [1.2, 3.1, 0.7], [3.5, 0.7, -0.7], [-1.8, 0.7, 0.7], [1.9, -0.4, 0.1], [-0.9, -1.2, -1.5], [-1.1, 0.8, -0.4], [0.9, -0.5, -1.1], [0.7, 0.5, 0.0], [-1.5, 1.1, 1.1], [1.3, -0.3, 0.4], [0.3, -3.2, -0.5]]}


{"formula": "C6H17NO", "method": "ωB97M-V with the def2-TZVPD basis set", "spin_multiplicity": 2, "total_charge": 1, "fmax_ev_per_a": 5.25, "energy_ev": -10024.9614, "de_lowest_kj_mol": 217.9, "homo_lumo_gap_ev": [12.172, 7.111], "species": ["C", "C", "C", "C", "N", "C", "C", "H", "H", "H", "H", "H", "H", "H", "H", "H", "H", "H", "H", "H", "H", "H", "H", "H", "O"], "coordinates": [[0.633786, 0.909758, -0.187924], [0.529026, 2.125762, -1.251188], [0.910237, 1.603695, -2.659550], [-0.517693, -0.123877, -0.401318], [-0.846351, -0.704760, 0.868432], [-2.235142, -0.443691, 1.392163], [-0.438864, -2.162823, 0.677578], [0.723994, 1.146261, 0.842533], [1.637642, 0.502910, -0.428317], [-0.428327, 2.595134, -1.202958], [1.215402, 2.960743, -0.913521], [1.825271, 2.154478, -2.962764], [1.099793, 0.519222, -2.722354], [0.070998, 1.708264, -3.414431], [-1.396271, 0.464801, -0.759425], [-0.134090, -0.840785, -1.190248], [-3.118037, -1.133480, 0.938977], [-2.496830, 0.612794, 1.291323], [-2.269938, -0.974799, 2.326358], [-0.576350, -2.386845, -0.396375], [-0.850987, -2.827728, 1.460516], [0.652694, -2.252829, 0.835438], [2.294880, -0.814948, 3.244438], [1.440890, -1.192416, 2.075642], [2.274259, -1.444844, 2.536979]], "atomic_forces_ev_per_a": [[1.1, 1.1, -2.2], [1.3, -0.8, 1.5], [-0.7, 0.4, -0.7], [0.8, 2.4, -1.2], [-2.5, -3.4, -3.1], [-0.2, -2.0, -0.7], [0.8, 0.1, 1.8], [-0.3, 0.9, 0.9], [-0.7, -0.5, 0.2], [-0.9, 0.0, -0.1], [-0.5, -1.2, -0.4], [-0.7, -0.6, -0.3], [0.3, 0.4, 0.4], [1.1, 0.4, 0.8], [0.6, -0.6, 0.1], [-0.9, 0.8, 1.2], [2.3, 1.5, -0.3], [0.1, -0.3, 0.5], [0.1, 0.9, 1.2], [-0.6, -0.4, 1.1], [-0.3, 0.4, -0.8], [-0.3, 0.2, -0.2], [0.3, 0.5, 0.9], [1.1, -0.2, 0.6], [-1.4, -0.1, -1.3]]}


{"formula": "C11H10ClNOsS", "method": "ωB97M-V with the def2-TZVPD basis set", "spin_multiplicity": 5, "total_charge": 0, "fmax_ev_per_a": 9.44, "energy_ev": -38877.6478, "de_lowest_kj_mol": 6.1, "homo_lumo_gap_ev": [5.765, 4.508], "species": ["C", "C", "C", "H", "C", "C", "H", "H", "H", "H", "Os", "Cl", "C", "C", "C", "H", "C", "C", "H", "H", "H", "H", "S", "C", "N"], "coordinates": [[-2.150946, -0.941975, 0.143606], [-1.550747, -1.129521, -1.154700], [-1.280435, 0.157633, -1.685745], [-1.309793, -2.090104, -1.612157], [-1.653678, 1.149824, -0.728480], [-2.240566, 0.458264, 0.390028], [-2.680531, 0.923499, 1.256973], [-2.453287, -1.716262, 0.816053], [-0.900853, 0.367625, -2.680351], [-1.630641, 2.222438, -0.872481], [-0.143670, -0.100978, -0.014225], [0.210123, -2.465165, 1.270803], [2.331164, 0.113276, 0.504230], [1.829902, 1.340412, -0.045774], [1.221770, 1.051332, -1.300052], [1.936533, 2.327066, 0.377999], [1.383858, -0.390402, -1.547997], [2.044356, -0.950559, -0.429143], [2.252734, -1.995441, -0.292364], [2.705231, -0.026788, 1.514281], [0.963238, 1.774250, -2.060323], [1.185912, -0.894625, -2.491657], [0.001030, -0.053169, 4.969916], [-0.023744, 0.242345, 3.401413], [-0.046963, 0.627027, 2.270146]], "atomic_forces_ev_per_a": [[-1.9, 0.9, -0.1], [-1.1, -0.5, -0.7], [-3.3, 0.5, -3.7], [-0.1, 0.4, 0.2], [-1.4, 0.0, -0.7], [-2.0, -1.0, -0.3], [0.3, -0.1, 0.1], [0.0, -0.2, 0.2], [-0.1, -0.1, 0.3], [0.3, -0.2, 0.1], [5.8, 0.0, 7.4], [-0.2, 0.0, -0.2], [0.1, 0.0, -0.6], [0.4, -1.3, -0.1], [2.2, -0.7, -1.0], [-0.3, -0.1, 0.2], [1.4, 1.2, -0.9], [0.3, 1.0, 0.4], [0.1, 0.0, 0.1], [-0.1, 0.1, -0.3], [-0.3, 0.0, 0.2], [-0.1, 0.1, 0.3], [0.0, -0.4, 0.1], [-0.1, 1.2, -1.3], [0.0, -0.9, 0.1]]}